DFT (ωB97M-V/def2-TZVPD) results for a 2-piece molecular cluster, C38H44N4O2 overall at a distorted geometry.

Each line ends with the Löwdin charge.
Atoms and positions in Å:
C (-7.17, -2.74, 1.99)  -0.06
N (-6.81, -1.49, 1.35)  -0.19
C (-7.94, -0.75, 0.83)  -0.06
C (-5.51, -1.09, 1.24)  -0.22
C (-5.14, 0.14, 0.62)  -0.01
C (-3.82, 0.46, 0.41)  -0.02
C (-2.78, -0.42, 0.80)  -0.21
C (-1.39, -0.14, 0.50)  -0.03
C (-0.35, -0.97, 0.86)  -0.02
C (1.02, -0.58, 0.90)  -0.06
C (2.06, -1.59, 0.99)  -0.15
C (1.75, -2.97, 0.83)  0.00
C (2.70, -3.96, 1.01)  -0.01
C (4.06, -3.63, 1.28)  -0.21
N (5.00, -4.60, 1.43)  -0.20
C (6.42, -4.39, 1.23)  -0.06
C (4.65, -6.01, 1.55)  -0.07
C (4.39, -2.25, 1.41)  -0.01
C (3.41, -1.28, 1.32)  -0.02
C (1.35, 0.85, 0.88)  -0.16
C (0.56, 1.80, 1.57)  -0.02
C (0.90, 3.14, 1.59)  0.01
C (2.12, 3.58, 1.03)  -0.24
N (2.54, 4.90, 1.20)  -0.23
C (3.79, 5.24, 1.85)  -0.08
C (1.90, 5.98, 0.48)  -0.08
C (2.90, 2.65, 0.31)  0.01
C (2.49, 1.33, 0.20)  -0.03
C (-3.14, -1.57, 1.54)  -0.02
C (-4.46, -1.92, 1.73)  -0.02
H (-6.67, -2.85, 2.97)  0.09
H (-8.25, -2.73, 2.15)  0.09
H (-6.92, -3.62, 1.38)  0.10
H (-7.62, 0.11, 0.24)  0.07
H (-8.55, -1.40, 0.19)  0.09
H (-8.58, -0.39, 1.65)  0.10
H (-5.91, 0.85, 0.31)  0.10
H (-3.56, 1.42, -0.05)  0.11
H (-1.15, 0.84, 0.08)  0.09
H (-0.57, -2.01, 1.09)  0.09
H (0.75, -3.28, 0.54)  0.11
H (2.41, -5.00, 0.93)  0.10
H (6.67, -3.33, 1.21)  0.07
H (6.97, -4.87, 2.05)  0.09
H (6.76, -4.85, 0.29)  0.10
H (3.75, -6.13, 2.17)  0.09
H (4.46, -6.47, 0.57)  0.10
H (5.48, -6.54, 2.02)  0.09
H (5.41, -1.95, 1.63)  0.10
H (3.70, -0.25, 1.52)  0.11
H (-0.33, 1.47, 2.11)  0.12
H (0.27, 3.87, 2.10)  0.12
H (4.00, 4.51, 2.64)  0.09
H (4.63, 5.25, 1.14)  0.08
H (3.68, 6.23, 2.29)  0.08
H (0.84, 5.73, 0.30)  0.09
H (1.97, 6.90, 1.08)  0.08
H (2.38, 6.15, -0.50)  0.07
H (3.80, 2.99, -0.20)  0.12
H (3.08, 0.64, -0.41)  0.13
H (-2.35, -2.21, 1.94)  0.11
H (-4.70, -2.84, 2.26)  0.10
C (-4.84, -2.50, -2.33)  -0.07
C (-3.35, -2.31, -2.23)  -0.23
O (-3.12, -0.87, -2.26)  -0.04
C (-1.81, -0.55, -2.22)  -0.53
C (-1.64, 0.92, -2.05)  -0.15
N (-0.50, 1.44, -2.35)  0.03
C (-0.12, 2.69, -2.38)  -0.14
C (1.19, 3.02, -2.85)  -0.23
C (1.73, 4.33, -2.74)  -0.07
C (3.03, 4.58, -3.16)  -0.11
C (3.79, 3.55, -3.75)  -0.12
C (3.25, 2.26, -3.90)  -0.10
C (1.97, 2.00, -3.44)  -0.04
O (-0.89, -1.35, -2.31)  0.05
H (-5.06, -3.55, -2.16)  0.08
H (-5.38, -1.89, -1.60)  0.06
H (-5.20, -2.21, -3.33)  0.08
H (-2.95, -2.72, -1.29)  0.12
H (-2.84, -2.75, -3.10)  0.12
H (-2.53, 1.51, -1.77)  0.11
H (-0.80, 3.52, -2.08)  0.11
H (1.10, 5.12, -2.32)  0.10
H (3.47, 5.57, -3.04)  0.10
H (4.80, 3.76, -4.09)  0.09
H (3.83, 1.47, -4.37)  0.10
H (1.52, 1.00, -3.52)  0.11

- LUMO level: -1.446 eV
- Frontier orbital gap: 3.74 eV
- Total energy: -50171.535 eV
- Strongest force on any atom: 2.42 eV/A
- E_HOMO: -0.1904 hartree